Entry 1:
Here is C38H52BrMnN4OP2 as an isolated structure in a non-equilibrium geometry from the OMol25 dataset. Energies are from ωB97M-V/def2-TZVPD.

CARTESIAN COORDINATES (ANGSTROEM)
Mn1 1.05999 0.25919 0.31511
C1 0.83272 1.49635 5.19044
C2 1.46181 1.49331 3.79187
C3 1.34231 2.89943 3.21087
P1 0.78341 0.13938 2.68178
C4 1.42582 -1.34001 3.63640
C5 2.75706 -1.79898 3.02994
C6 0.46047 -2.50143 3.87064
C7 -1.03065 0.22493 2.70064
C8 -1.80950 0.21647 3.85305
C9 -3.18947 0.39824 3.80948
C10 -3.99101 0.46300 5.07345
C11 -3.77478 0.57774 2.55483
C12 -3.02952 0.54438 1.39097
C13 -1.64026 0.35269 1.42996
N1 -0.84825 0.26355 0.29410
C14 -1.46682 0.38965 -0.99284
C15 -1.59865 1.66048 -1.55464
C16 -2.28069 1.88574 -2.73752
C17 -2.86950 0.83702 -3.43694
C18 -3.63317 1.06563 -4.70467
C19 -2.72748 -0.43973 -2.90470
C20 -2.06397 -0.68043 -1.70021
P2 -2.13286 -2.38009 -1.08936
C21 -2.18024 -3.65874 -2.44173
C22 -3.56181 -4.03341 -2.98523
C23 -1.20010 -3.29648 -3.55990
C24 -3.49298 -2.51570 0.16438
C25 -4.83375 -2.07177 -0.42727
C26 -3.54728 -3.91802 0.76942
H1 1.47775 2.08499 5.84311
H2 0.73492 0.51327 5.64829
H3 -0.14367 1.97838 5.17183
H4 2.52268 1.23356 3.88019
H5 0.31986 3.09256 2.88013
H6 2.03521 3.06609 2.38963
H7 1.57910 3.63069 3.98372
H8 1.65748 -0.89558 4.60297
H9 3.25236 -2.48887 3.71329
H10 3.43331 -0.95700 2.86209
H11 2.60949 -2.31706 2.07962
H12 -0.57123 -2.17343 3.99116
H13 0.75118 -3.02140 4.78380
H14 0.50506 -3.23235 3.06396
H15 -1.34745 0.07664 4.82147
H16 -3.56844 -0.17177 5.85091
H17 -5.03089 0.18591 4.91283
H18 -3.98752 1.48668 5.45732
H19 -4.84322 0.74436 2.49000
H20 -3.52058 0.68506 0.43589
H21 -1.19396 2.50691 -1.02193
H22 -2.38471 2.89675 -3.11144
H23 -4.03612 2.07548 -4.74481
H24 -4.45230 0.35550 -4.80650
H25 -2.97603 0.93834 -5.56812
H26 -3.18960 -1.26671 -3.42697
H27 -1.78594 -4.53768 -1.91580
H28 -4.07772 -3.20731 -3.47072
H29 -4.21411 -4.45994 -2.22633
H30 -3.40403 -4.80679 -3.73895
H31 -1.58194 -2.49952 -4.19603
H32 -1.05049 -4.17762 -4.18372
H33 -0.22696 -2.99818 -3.17219
H34 -3.19410 -1.80030 0.93732
H35 -5.22254 -2.79604 -1.13912
H36 -4.77868 -1.09532 -0.90754
H37 -5.55079 -1.99998 0.39232
H38 -3.79850 -4.67585 0.02654
H39 -4.32573 -3.93945 1.53199
H40 -2.60524 -4.19271 1.24698
C27 0.18048 5.82565 -0.29850
C28 1.03867 4.60125 -0.33334
C29 2.34886 4.63432 -0.81840
C30 3.13879 3.49422 -0.78149
C31 2.55411 2.35848 -0.27899
Br1 3.50392 0.71540 0.00380
N2 1.29495 2.26346 0.13687
C32 0.55794 3.38165 0.12533
H41 0.75433 6.68640 0.04258
H42 -0.67627 5.69729 0.36026
H43 -0.18773 6.06134 -1.29903
H44 2.76192 5.55962 -1.20087
H45 4.16770 3.49292 -1.11414
H46 -0.43905 3.30083 0.53857
N3 2.13612 -6.70704 0.14015
C33 1.63392 -5.90455 -0.81024
O1 1.24049 -6.24297 -1.90351
C34 1.50374 -4.43435 -0.46744
C35 0.61256 -3.97368 0.49181
C36 0.41125 -2.60792 0.63484
N4 1.12023 -1.69102 -0.04945
C37 1.94240 -2.14726 -1.01533
C38 2.14359 -3.48833 -1.26590
H47 2.25696 -7.68750 -0.07408
H48 2.49620 -6.37902 1.01914
H49 0.05389 -4.66304 1.11312
H50 -0.25351 -2.21521 1.39520
H51 2.45389 -1.41558 -1.62843
H52 2.78457 -3.79994 -2.08022

Output
Expectation value of S²   3.836
Charge   +3
Orbital gap (spin up / spin down)   5.8 / 5.2 eV
Spin multiplicity   4
Energy   -6180.294866 Ha

Entry 2:
Here is C38H52F6MnN4O23S2 as an isolated structure in a non-equilibrium geometry from the OMol25 dataset. Energies are from ωB97M-V/def2-TZVPD.

CARTESIAN COORDINATES (ANGSTROEM)
Mn1 -1.24277 0.45874 0.96950
C1 -1.54705 2.60195 4.57819
F1 -0.74785 2.21662 5.55951
F2 -2.34942 3.60370 5.00145
F3 -0.92273 3.12705 3.55007
S1 -2.66754 1.08699 3.97934
O1 -1.95526 -0.07624 4.38948
O2 -3.99104 1.20121 4.64400
N1 -2.69550 1.29381 2.14801
S2 -3.84210 2.27482 1.91691
O3 -4.05496 3.29398 2.95698
O4 -3.74005 2.84393 0.56908
C2 -5.39692 0.93114 1.89033
F4 -4.86903 -0.29924 1.93313
F5 -6.21632 1.10701 2.91825
F6 -6.07928 1.11588 0.80844
O5 0.10722 0.04511 -0.42788
H1 1.02173 0.37667 -0.51883
C3 -0.47953 6.83600 -0.54339
C4 -0.61527 5.55433 -1.36296
C5 0.67215 4.86646 -1.83693
O6 0.60286 3.51606 -1.40085
C6 -0.38613 3.44448 -0.42879
O7 -0.74557 2.49610 0.19465
O8 -1.10088 4.58358 -0.44752
H2 0.27329 6.74392 0.23948
H3 -1.36799 7.21948 -0.04170
H4 -0.16950 7.72397 -1.09428
H5 -1.32868 5.60839 -2.18529
H6 1.55534 5.38586 -1.46504
H7 0.51164 4.83537 -2.91459
C7 0.91672 -3.65970 4.14997
C8 0.25547 -2.47538 4.87486
C9 -0.47512 -2.80246 6.13553
O9 -0.11988 -1.80886 7.10708
C10 0.96430 -1.18571 6.63903
O10 1.59115 -0.30244 7.25557
O11 1.30624 -1.66504 5.39183
H8 1.71997 -4.07998 4.75515
H9 1.34549 -3.25392 3.23367
H10 0.20892 -4.42796 3.83871
H11 -0.20921 -1.83071 4.12883
H12 -0.24620 -3.81323 6.47323
H13 -1.55328 -2.78291 5.97651
C11 -6.34840 -0.19995 -3.36994
C12 -5.74277 -0.97545 -2.17861
C13 -4.73182 -2.05320 -2.52927
O12 -3.56185 -1.72055 -1.85538
C14 -3.71023 -0.46892 -1.24451
O13 -2.90038 0.03177 -0.49390
O14 -4.93858 -0.03625 -1.55873
H14 -6.93300 0.66228 -3.04919
H15 -7.05999 -0.89117 -3.82156
H16 -5.62735 0.11275 -4.12520
H17 -6.41905 -1.41376 -1.44469
H18 -4.74416 -2.05917 -3.61918
H19 -5.12762 -3.02165 -2.22342
C15 -0.54392 -4.93697 -1.14502
C16 -1.58961 -4.44467 -0.19207
C17 -1.56303 -5.13618 1.19258
O15 -1.62616 -3.93177 2.04428
C18 -1.41574 -2.79259 1.34789
O16 -1.40940 -1.68297 1.81488
O17 -1.34829 -3.12696 0.02683
H20 0.42383 -5.00119 -0.64761
H21 -0.41515 -4.37112 -2.06770
H22 -0.78916 -5.97001 -1.39157
H23 -2.55526 -4.49379 -0.69526
H24 -0.56677 -5.57646 1.23405
H25 -2.33693 -5.89260 1.32301
C19 1.90553 1.92185 -3.72430
C20 2.98470 0.98119 -4.27427
C21 2.47761 -0.25155 -5.02502
O18 2.89787 -0.06403 -6.40111
C22 3.53072 1.04343 -6.49064
O19 4.04762 1.43185 -7.55569
O20 3.59342 1.63167 -5.30272
H26 1.08798 2.08059 -4.42751
H27 2.40004 2.86485 -3.49125
H28 1.47372 1.48476 -2.82397
H29 3.74072 0.71369 -3.53605
H30 1.42914 -0.43778 -4.79240
H31 3.02867 -1.09179 -4.60260
C23 4.61143 1.48848 2.80554
C24 3.61930 0.68875 3.59351
C25 2.92764 1.45441 4.69332
O21 1.54731 1.40907 4.23265
C26 1.39152 0.73804 3.09159
O22 0.33922 0.72227 2.41934
O23 2.61924 0.36484 2.69511
H32 5.01272 0.99689 1.91931
H33 5.39677 1.85223 3.46813
H34 4.08799 2.36544 2.42469
H35 4.19653 -0.14152 4.00041
H36 3.26156 2.48925 4.76881
H37 3.02835 0.93706 5.64742
N2 -0.83203 0.02497 -2.93274
C27 -1.54445 0.95022 -3.69231
C28 -2.10686 0.25548 -4.79373
C29 -1.70507 -1.13843 -4.66781
C30 -0.91892 -1.23201 -3.52586
H38 -0.37012 0.28236 -2.07222
H39 -1.67176 1.96816 -3.35471
H40 -2.84130 0.53524 -5.53449
H41 -2.07451 -1.84501 -5.39628
H42 -0.48859 -2.11294 -3.07289
N3 3.16126 0.94801 -0.80205
C31 4.15925 0.02978 -1.08469
C32 5.32750 0.72403 -1.03061
C33 5.07451 2.03730 -0.73906
C34 3.71180 2.16179 -0.57717
H43 2.16919 0.75882 -0.79167
H44 3.86110 -0.97351 -1.35099
H45 6.28124 0.25619 -1.22530
H46 5.76000 2.87025 -0.68732
H47 2.99685 2.94891 -0.38825
N4 1.72303 -2.37202 -1.00985
C35 2.52424 -2.66413 0.04278
C36 3.55779 -3.51515 -0.36914
C37 3.47211 -3.50529 -1.80491
C38 2.24546 -2.90042 -2.15658
H48 1.04584 -1.62731 -0.92669
H49 2.40373 -2.20530 1.01301
H50 4.35816 -3.88965 0.25179
H51 4.10698 -4.07786 -2.46482
H52 1.62010 -2.90440 -3.03710

Output
Expectation value of S²   8.753
Charge   0
Orbital gap   8.4 eV
Spin multiplicity   6
Energy   -5975.302591 Ha